The following is a quantum chemistry calculation of a 2-piece molecular cluster, C7H16N2O2 overall in a non-equilibrium geometry, from the OMol25 dataset.

Each atom is followed by the atoms it is bonded to, with distances in Å.
Positions of all 27 atoms, in Å:
1 C 2.893 0.631 1.640  C2 1.644, H8 1.028, H9 1.215, H10 1.044
2 C 1.867 -0.654 1.681  C1 1.644, N3 1.470, H11 1.156, H12 1.200
3 N 0.544 -0.411 1.088  C2 1.470, C4 1.522, C5 1.441
4 C -0.305 -0.080 2.306  N3 1.522, H13 1.083, H14 1.141, H15 1.144
5 C 0.198 -1.658 0.455  N3 1.441, C6 1.543, O7 1.198
6 C 1.237 -2.508 -0.306  C5 1.543, H16 1.191, H17 1.107, H18 1.252
7 O -0.946 -1.999 0.348  C5 1.198
8 H 3.285 1.004 0.765  C1 1.028
9 H 4.033 0.257 1.825  C1 1.215
10 H 2.654 1.513 2.145  C1 1.044
11 H 2.357 -1.424 0.971  C2 1.156
12 H 1.780 -1.123 2.782  C2 1.200
13 H -1.287 0.377 2.280  C4 1.083
14 H -0.484 -0.979 2.986  C4 1.141
15 H 0.370 0.696 2.807  C4 1.144
16 H 1.146 -2.435 -1.491  C6 1.191
17 H 2.313 -2.585 -0.058  C6 1.107
18 H 0.820 -3.606 0.128  C6 1.252
19 C -2.792 0.825 -1.792  C20 1.523, H23 1.158, H24 1.149, H25 1.092
20 C -1.520 1.639 -1.996  C19 1.523, N21 1.438, O22 1.307
21 N -0.148 1.415 -1.628  C20 1.438, H26 0.937, H27 0.833
22 O -1.595 2.913 -2.276  C20 1.307
23 H -3.200 0.036 -2.536  C19 1.158
24 H -3.516 1.672 -1.511  C19 1.149
25 H -2.760 0.144 -0.939  C19 1.092
26 H 0.492 2.069 -1.831  N21 0.937
27 H 0.083 0.868 -1.044  N21 0.833

Output
charge	0
HOMO energy	-9.13	eV
SMILES	CCN(C)C(C)=O.CC(N)=O
E	-14588.723	eV



The following is a quantum chemistry calculation of one molecule with the formula C7H16N2OS in a non-equilibrium geometry, from the OMol25 dataset.

Each atom is followed by the atoms it is bonded to, with distances in Å.
Positions of all 27 atoms, in Å:
1 C 0.496 0.971 2.446  C2 1.500, C3 1.571, H12 1.090, H13 1.130
2 C 0.174 2.205 1.657  C1 1.500, C4 1.547, H14 1.091, H15 1.129
3 C -0.575 -0.039 1.899  C1 1.571, N8 1.427, N9 1.425, H17 1.148
4 C -0.500 1.646 0.382  C2 1.547, N9 1.444, H18 1.165, H19 1.208
5 C -0.752 -2.020 -1.691  C7 1.511, H20 1.050, H21 1.152, H22 1.091
6 C 0.979 -0.530 -2.975  C7 1.469, H23 1.135, H24 1.078, H25 1.077
7 C -0.089 -0.693 -1.978  C5 1.511, C6 1.469, S11 1.950, H26 1.161
8 N -0.409 -1.416 2.234  C3 1.427, H16 1.080, H27 1.020
9 N -0.577 0.208 0.496  C3 1.425, C4 1.444, S11 1.739
10 O 1.828 0.545 -0.505  S11 1.452
11 S 0.826 -0.480 -0.269  C7 1.950, N9 1.739, O10 1.452
12 H 1.505 0.644 2.198  C1 1.090
13 H 0.211 1.267 3.499  C1 1.130
14 H -0.661 2.700 2.155  C2 1.091
15 H 1.027 2.919 1.461  C2 1.129
16 H -1.183 -2.136 2.013  N8 1.080
17 H -1.588 0.366 2.256  C3 1.148
18 H -1.590 1.993 0.163  C4 1.165
19 H 0.081 1.938 -0.636  C4 1.208
20 H -0.412 -2.736 -2.379  C5 1.050
21 H -0.380 -2.351 -0.652  C5 1.152
22 H -1.839 -1.986 -1.762  C5 1.091
23 H 0.684 -0.804 -4.036  C6 1.135
24 H 1.887 -1.058 -2.734  C6 1.078
25 H 1.297 0.498 -3.017  C6 1.077
26 H -0.736 0.269 -1.917  C7 1.161
27 H 0.295 -1.919 1.693  N8 1.020

Output
charge	0
HOMO energy	-8.71	eV
E	-23378.987	eV